Entry 1:
{
  "formula": "C35H45N3NiO3",
  "method": "ωB97M-V/def2-TZVPD",
  "species": ["Ni", "C", "C", "C", "C", "C", "C", "C", "C", "C", "C", "C", "C", "N", "C", "O", "C", "C", "C", "C", "C", "N", "C", "O", "N", "C", "C", "C", "C", "C", "C", "C", "C", "C", "C", "C", "C", "H", "H", "H", "H", "H", "H", "H", "H", "H", "H", "H", "H", "H", "H", "H", "H", "H", "H", "H", "H", "H", "H", "H", "H", "H", "H", "H", "H", "H", "H", "H", "H", "H", "H", "H", "H", "H", "C", "C", "C", "O", "C", "H", "H", "H", "H", "H", "H", "H", "H"],
  "coordinates": [[0.2882, 0.3729, 0.3341], [0.4964, 4.4795, -1.4049], [-0.4064, 3.2476, -1.4006], [-0.9365, 2.9634, -2.8114], [-1.5665, 3.3465, -0.4302], [-2.0782, 4.5777, -0.0484], [-3.1785, 4.6608, 0.7900], [-3.7854, 3.5040, 1.2413], [-3.3023, 2.2474, 0.8937], [-4.0045, 1.0068, 1.4103], [-4.1676, 1.0188, 2.9337], [-5.3686, 0.8612, 0.7222], [-2.1788, 2.1650, 0.0482], [-1.6199, 0.9153, -0.2868], [-2.2908, 0.0762, -1.1003], [-3.3268, 0.3065, -1.7133], [-1.5927, -1.2535, -1.2290], [-2.1027, -2.3568, -1.8901], [-1.3414, -3.5202, -1.9057], [-0.1147, -3.5553, -1.2523], [0.3112, -2.4062, -0.6089], [-0.4153, -1.3016, -0.6304], [1.5742, -2.2893, 0.2081], [2.3993, -3.1979, 0.2451], [1.6434, -1.1020, 0.8273], [2.6122, -0.8363, 1.8086], [3.7475, -0.0323, 1.5575], [4.6203, 0.2279, 2.6127], [4.4026, -0.2668, 3.8823], [3.3048, -1.0783, 4.1150], [2.4150, -1.3841, 3.0990], [1.1879, -2.2366, 3.3679], [1.4204, -3.2916, 4.4482], [0.0152, -1.3178, 3.7386], [4.2223, 0.4801, 0.1947], [3.1895, 0.8810, -0.8635], [5.1578, -0.5948, -0.3810], [1.3981, 4.2762, -1.9854], [0.7927, 4.7604, -0.3921], [-0.0031, 5.3344, -1.8629], [0.2024, 2.3868, -1.1025], [-1.4744, 3.8332, -3.1929], [-1.6276, 2.1210, -2.8060], [-0.1143, 2.7352, -3.4939], [-1.6288, 5.4898, -0.4202], [-3.5720, 5.6273, 1.0791], [-4.6627, 3.5829, 1.8724], [-3.4042, 0.1325, 1.1536], [-4.7352, 1.8889, 3.2657], [-3.1972, 1.0309, 3.4346], [-4.7045, 0.1265, 3.2595], [-6.0234, 1.6942, 0.9878], [-5.8551, -0.0678, 1.0274], [-5.2381, 0.8499, -0.3583], [-3.0673, -2.2890, -2.3725], [-1.7056, -4.3976, -2.4240], [0.5061, -4.4394, -1.2209], [5.4918, 0.8474, 2.4246], [5.0905, -0.0372, 4.6861], [3.1588, -1.4882, 5.1057], [0.9253, -2.7599, 2.4507], [1.5514, -2.8333, 5.4296], [2.3036, -3.8868, 4.2154], [0.5602, -3.9600, 4.5039], [0.2807, -0.7064, 4.6040], [-0.8749, -1.9007, 3.9851], [-0.2265, -0.6590, 2.9013], [4.8187, 1.3756, 0.3963], [2.8426, 0.0239, -1.4363], [3.6230, 1.6016, -1.5588], [2.3324, 1.3786, -0.3961], [4.6054, -1.5252, -0.5278], [5.9755, -0.7949, 0.3105], [5.5772, -0.2760, -1.3386], [1.3338, 3.6792, 3.1468], [-0.1948, 3.5689, 3.1836], [-0.3864, 2.1112, 2.8173], [0.5993, 1.8675, 1.7980], [1.7098, 2.7728, 1.9743], [1.7637, 3.2964, 4.0733], [1.6880, 4.6964, 2.9924], [-0.6531, 4.2095, 2.4281], [-0.6260, 3.8024, 4.1550], [-1.3648, 1.8756, 2.4099], [-0.1799, 1.4705, 3.6813], [1.8313, 3.3436, 1.0501], [2.6169, 2.1973, 2.1546]],
  "mulliken_charge": [0.0229, -2.0275, 2.4686, -1.5812, 0.7614, -0.5947, -1.6363, -0.3717, 0.6855, 0.6791, -1.3796, -1.7426, -0.2925, 1.3481, -0.5463, -0.7248, 0.3145, -0.8154, -0.4113, -0.6963, 0.5772, 0.3544, -0.7759, -0.7448, 1.8831, -0.7844, 0.2525, -0.4746, -1.4879, -0.3373, 0.3669, 1.0515, -1.9326, -0.7533, 0.3246, -1.3608, -1.5816, 0.3546, 0.4860, 0.5118, -1.2320, 0.3712, 0.3182, 0.4072, 0.3136, 0.3642, 0.3679, 0.1030, 0.2842, 0.2001, 0.4751, 0.3521, 0.4477, 0.3718, 0.5578, 0.4546, 0.5678, 0.4641, 0.4138, 0.2623, 0.0114, 0.3420, 0.4042, 0.4823, 0.2900, 0.4840, -0.3822, 0.5978, 0.2388, 0.5377, 0.0039, 0.2716, 0.3883, 0.4469, -0.8153, -0.4457, 0.1926, 1.2440, -0.2023, 0.3689, 0.4107, 0.0895, 0.4593, -0.9568, 0.1800, 0.3641, -0.2595],
  "orbital_gap_ha": [0.3033, 0.2862],
  "e_lumo_ev": [0.036, -0.612],
  "e_homo_ev": [-8.22, -8.40],
  "relative_energy_kj_mol": 38.0,
  "spin_multiplicity": 3
}



Entry 2:
{
  "formula": "C3H4N2",
  "method": "ωB97M-V/def2-TZVPD",
  "species": ["C", "C", "C", "N", "N", "H", "H", "H", "H"],
  "coordinates": [[-0.9406, -1.2001, 2.7064], [0.1628, 0.5783, -1.9333], [0.4612, -0.5898, -1.0047], [-0.7782, -0.3051, 3.3530], [0.7301, 0.5610, -0.5397], [0.8865, 0.9778, -2.6136], [-0.8826, 0.9222, -1.9773], [-0.8408, -2.1077, 1.9984], [1.2016, 1.1634, 0.0107]],
  "mulliken_charge": [0.0860, -0.2258, -0.2577, -0.3231, -0.1833, 0.2691, 0.2012, 0.2334, 0.2001],
  "orbital_gap_ha": [0.2686, 0.3418],
  "e_lumo_ev": [1.244, -1.532],
  "e_homo_ev": [-6.06, -10.83],
  "relative_energy_kj_mol": 238.7,
  "spin_multiplicity": 3
}



Entry 3:
{
  "formula": "C19H34BrCl2NO7P",
  "method": "ωB97M-V/def2-TZVPD",
  "species": ["C", "C", "O", "C", "C", "P", "C", "C", "N", "O", "C", "Br", "C", "C", "Cl", "C", "C", "Cl", "O", "H", "H", "H", "H", "H", "H", "H", "H", "H", "H", "H", "H", "H", "H", "H", "H", "H", "H", "H", "H", "H", "H", "O", "C", "O", "C", "C", "C", "H", "H", "H", "H", "H", "H", "O", "C", "O", "C", "C", "C", "H", "H", "H", "H", "H", "H"],
  "coordinates": [[1.5091, 0.9203, 1.6210], [1.5619, -0.6838, 1.9993], [0.2373, -1.2259, 2.2755], [0.0109, -2.5084, 1.6108], [-0.8801, -2.4193, 0.2496], [-2.4571, -1.3578, 0.3965], [-2.3157, -0.5097, -1.3449], [-1.1285, 0.6046, -1.3683], [0.0749, 0.3388, -1.9544], [-3.5511, -2.4540, -0.4542], [-4.9626, -2.0202, -0.3211], [-6.1861, -3.5721, -0.6148], [-4.9684, -1.2363, 1.1033], [-6.2466, -0.3385, 1.5436], [-6.7141, -0.8735, 3.2782], [-7.5566, -0.4784, 0.5907], [-8.4143, 0.9205, 0.7944], [-8.7293, -1.8270, 1.1693], [-3.7873, -0.3452, 0.9894], [2.6195, 1.2940, 1.6363], [0.9555, 1.5007, 2.4749], [1.0615, 1.1208, 0.5736], [2.1873, -0.7385, 2.9949], [2.1416, -1.2347, 1.1611], [-0.6161, -3.1625, 2.3610], [1.0255, -3.0757, 1.4690], [-1.2154, -3.5239, 0.0177], [-0.1905, -2.1246, -0.6554], [-1.6485, -0.2108, 0.8208], [-2.5795, -1.9731, 1.6991], [-3.3387, -0.1073, -1.7084], [-1.9958, -1.3588, -2.0900], [-1.3057, 1.6502, -0.8964], [0.7125, 1.1602, -1.8758], [-5.1385, -1.2043, -1.1227], [-4.7888, -1.9854, 1.9705], [-6.0172, 0.8092, 1.6191], [-7.3218, -0.5803, -0.5364], [-8.1854, 1.7101, -0.0190], [-9.5654, 0.7138, 0.7878], [-8.1763, 1.3649, 1.8566], [3.2313, 2.1896, -0.6440], [3.4265, 2.4815, -1.8067], [2.4712, 2.9820, -2.6403], [3.0127, 3.1068, -3.9566], [4.5080, 3.1693, -3.7673], [4.7207, 2.3056, -2.5465], [2.7039, 2.2369, -4.5448], [2.6224, 4.0110, -4.4304], [5.0673, 2.8346, -4.6440], [4.8112, 4.1990, -3.5460], [4.8410, 1.2513, -2.8092], [5.5654, 2.6536, -1.9496], [6.7442, -0.5994, -1.3168], [6.3972, -0.4983, -0.1568], [7.2562, -0.3041, 0.8843], [6.5247, -0.3414, 2.1116], [5.0991, -0.0253, 1.7344], [4.9882, -0.6120, 0.3475], [6.6276, -1.3396, 2.5491], [6.9362, 0.3941, 2.8075], [4.3677, -0.4269, 2.4393], [4.9602, 1.0606, 1.6856], [4.7022, -1.6669, 0.3733], [4.2991, -0.0399, -0.2763]],
  "mulliken_charge": [-0.4050, -0.0816, -0.3441, -0.5151, -0.6845, 0.8151, -0.8906, 0.0334, -0.7251, -0.4371, -0.3547, -0.2093, 0.0671, -0.1934, -0.2160, 0.1729, -1.0536, -0.1811, -0.6910, 0.1253, 0.3097, -0.0778, 0.0889, 0.1293, 0.3483, 0.3161, 0.2215, 0.3590, -0.1404, -0.1403, 0.1832, 0.3152, 0.2582, 0.3464, 0.3338, 0.3219, 0.4386, 0.2500, 0.2784, 0.3312, 0.2531, -0.4725, 0.4035, -0.3421, -0.4268, -0.5484, -0.2418, 0.2820, 0.3030, 0.3202, 0.2667, 0.1943, 0.3008, -0.6118, 0.3440, -0.3690, -0.5299, 0.0117, 0.1776, 0.2771, 0.3425, 0.0123, 0.1034, 0.3304, -0.0830],
  "orbital_gap_ha": 0.2575,
  "e_lumo_ev": 2.235,
  "e_homo_ev": -4.77,
  "total_charge": -1,
  "spin_multiplicity": 1
}



Entry 4:
{
  "formula": "C5H8F2N2",
  "method": "ωB97M-V/def2-TZVPD",
  "species": ["C", "C", "C", "C", "C", "N", "N", "F", "F", "H", "H", "H", "H", "H", "H", "H", "H"],
  "coordinates": [[0.2864, 1.6276, -0.0646], [0.3197, 0.4848, 0.9895], [0.4735, -0.6583, 0.0016], [1.4788, 0.5104, 1.8978], [1.2479, -2.7932, -2.4842], [0.1344, 0.9002, -1.3945], [0.3467, -0.3136, -1.2074], [1.7571, -3.3434, -1.3488], [0.0738, -3.2864, -2.7858], [-0.6534, 2.3211, -0.0671], [1.1759, 2.3289, -0.1770], [-0.6315, 0.6063, 1.5241], [0.7428, -1.6557, 0.2417], [2.4687, 0.4238, 1.3323], [1.2573, -0.2109, 2.6081], [1.6572, 1.6007, 2.1895], [1.5786, -1.8256, -2.7358]],
  "mulliken_charge": [-0.6112, 0.5660, -0.4989, -1.4250, 0.0270, -0.6619, 0.0870, -0.2272, -0.1969, 0.2896, 0.3089, 0.3335, 0.5102, 0.3474, 0.4130, 0.3357, 0.4029],
  "orbital_gap_ha": [0.3527, 0.2613],
  "e_lumo_ev": [0.887, -0.790],
  "e_homo_ev": [-8.71, -7.90],
  "relative_energy_kj_mol": 559.6,
  "spin_multiplicity": 1
}



Which E belongs to each record? In order, -3259.06506, -225.93630, -5161.42302, -504.35883 Eh.